Entry 1:
{"formula": "C20H47ClNO6", "method": "ωB97M-V/def2-TZVPD", "molar_mass_da": 433.050, "total_energy_ev": -47789.766, "lumo_ev": -3.361, "total_charge": 1, "multiplicity": 1, "symbols": ["C", "C", "Cl", "C", "C", "C", "C", "C", "N", "C", "H", "H", "H", "H", "H", "H", "H", "H", "H", "H", "H", "H", "H", "H", "H", "H", "H", "C", "O", "C", "C", "O", "C", "H", "H", "H", "H", "H", "H", "H", "H", "H", "H", "C", "O", "C", "C", "O", "C", "H", "H", "H", "H", "H", "H", "H", "H", "H", "H", "C", "O", "C", "C", "O", "C", "H", "H", "H", "H", "H", "H", "H", "H", "H", "H"], "xyz": [[2.36150, 2.43506, -1.53809], [2.43672, 3.72781, -2.40336], [3.98821, 4.57196, -1.96256], [1.22327, 4.68447, -2.26187], [-0.11123, 3.97337, -1.92422], [-0.53685, 3.01583, -3.10034], [-1.79708, 2.21300, -2.61235], [-2.64067, 2.94115, -1.52504], [-2.61258, 4.42803, -1.62341], [-1.24164, 5.02147, -1.78604], [1.94396, 2.68086, -0.54970], [3.36310, 1.99219, -1.45533], [1.74569, 1.68310, -2.06090], [2.52614, 3.40645, -3.45310], [1.12352, 5.29963, -3.17428], [1.45124, 5.40340, -1.45224], [-0.03706, 3.36651, -1.00889], [0.26397, 2.33880, -3.40868], [-0.83483, 3.68283, -3.92978], [-1.40982, 1.30006, -2.12622], [-2.43247, 1.86901, -3.43806], [-3.69193, 2.64172, -1.68609], [-2.40255, 2.57799, -0.51491], [-3.23215, 4.79308, -2.34324], [-2.98305, 4.78334, -0.74029], [-0.99125, 5.72277, -0.97231], [-1.27236, 5.63940, -2.70091], [-2.87365, -4.03863, -4.43154], [-3.58002, -3.65407, -3.26087], [-2.76598, -2.95465, -2.33289], [-3.01524, -1.45846, -2.39616], [-2.58311, -0.91222, -3.63896], [-3.65932, -0.68298, -4.53513], [-3.60455, -4.35680, -5.17412], [-2.29327, -3.21101, -4.84620], [-2.21001, -4.87959, -4.21074], [-1.70761, -3.18036, -2.49431], [-3.03724, -3.31269, -1.33540], [-2.42765, -0.97074, -1.61070], [-4.07191, -1.23300, -2.21921], [-4.23384, 0.19596, -4.21662], [-4.32185, -1.54729, -4.60341], [-3.23901, -0.48628, -5.52136], [-0.33660, -0.58130, 3.75971], [-1.07283, -1.78440, 3.60190], [-2.22916, -1.62100, 2.79665], [-1.99783, -2.13729, 1.38781], [-1.03578, -1.34334, 0.69696], [0.24623, -1.95660, 0.65804], [0.63479, -0.83326, 4.18423], [-0.17612, -0.07363, 2.80504], [-0.85915, 0.08766, 4.45112], [-2.54834, -0.57394, 2.77961], [-3.02796, -2.20873, 3.25820], [-2.93510, -2.06493, 0.82675], [-1.69361, -3.18746, 1.40437], [0.24512, -2.78191, -0.06141], [0.54928, -2.32516, 1.63954], [0.96684, -1.20778, 0.32870], [2.79787, -1.84938, 5.94400], [3.30264, -1.22001, 4.77459], [4.64446, -0.77540, 4.93533], [5.62822, -1.72542, 4.27599], [5.65239, -2.98466, 4.93325], [4.91218, -3.97793, 4.24223], [1.87017, -2.35875, 5.68120], [3.49716, -2.58660, 6.34356], [2.57970, -1.09630, 6.70760], [4.88534, -0.64118, 5.99363], [4.71927, 0.20101, 4.44676], [6.63377, -1.30282, 4.35641], [5.39567, -1.84705, 3.21367], [5.46265, -4.30561, 3.35426], [3.92316, -3.61767, 3.94969], [4.79003, -4.82968, 4.91050]], "forces_ev_per_angstrom": [[-0.045, 0.479, -0.509], [-0.042, -0.893, 0.126], [-0.698, 0.000, -0.343], [0.142, 0.372, 0.808], [-0.286, -0.608, -1.485], [-1.242, 0.771, 1.046], [0.867, -0.125, 0.233], [-0.845, -1.723, -0.999], [0.312, 0.335, 1.195], [1.667, 0.757, -0.496], [0.343, -0.364, -0.226], [-0.347, 0.259, 0.161], [0.014, 0.291, 0.428], [0.215, 0.348, 0.362], [-0.049, -0.348, 0.260], [-0.039, -0.299, -0.238], [0.123, 0.378, -0.140], [-0.292, 0.219, -0.024], [0.359, -0.419, 0.011], [-0.351, 0.258, -0.213], [0.229, 0.223, 0.183], [0.373, 0.255, 0.200], [0.267, 0.742, -0.270], [-0.003, -0.297, -0.176], [-0.171, 0.043, -0.123], [-0.536, -0.420, -0.067], [0.042, -0.346, 0.309], [-0.110, -0.104, -0.010], [0.208, 0.189, -0.127], [-0.452, -0.064, 0.107], [0.481, 0.006, 0.034], [-0.264, 0.045, -0.046], [0.180, 0.040, -0.066], [-0.027, -0.020, 0.088], [0.027, -0.006, 0.036], [0.073, 0.022, -0.058], [0.016, 0.091, -0.030], [0.044, 0.022, 0.035], [0.006, -0.074, 0.079], [-0.032, -0.092, -0.061], [-0.129, -0.042, -0.028], [-0.026, 0.022, 0.043], [0.039, 0.015, 0.053], [0.074, -0.105, 0.186], [0.025, 0.247, -0.222], [0.102, -0.478, 0.141], [-0.143, 0.444, -0.066], [0.059, -0.133, 0.069], [0.024, 0.060, -0.128], [-0.040, -0.026, -0.013], [-0.036, -0.007, -0.010], [0.015, 0.095, -0.042], [0.032, 0.016, -0.060], [-0.050, 0.021, -0.034], [-0.042, -0.043, 0.027], [0.029, 0.020, 0.059], [0.059, -0.052, 0.055], [-0.029, -0.004, 0.000], [-0.062, 0.014, -0.015], [-0.125, 0.032, -0.064], [0.050, -0.146, 0.198], [-0.091, 0.067, -0.442], [0.171, -0.034, 0.425], [-0.245, 0.041, -0.171], [0.128, -0.066, 0.081], [0.018, 0.056, -0.053], [0.025, 0.039, -0.004], [0.024, -0.058, 0.095], [0.023, -0.075, -0.003], [0.043, 0.019, 0.019], [-0.002, 0.050, -0.034], [-0.064, 0.022, 0.005], [-0.083, -0.021, -0.055], [0.006, 0.024, -0.019], [0.068, 0.039, 0.013]]}


Entry 2:
{"formula": "C23H32F4N2O6S2", "method": "ωB97M-V/def2-TZVPD", "molar_mass_da": 572.643, "total_energy_ev": -72174.375, "lumo_ev": -1.193, "total_charge": 0, "multiplicity": 1, "symbols": ["C", "C", "C", "C", "C", "C", "C", "C", "S", "C", "O", "O", "C", "C", "C", "F", "C", "C", "C", "O", "C", "F", "F", "F", "C", "N", "S", "N", "C", "C", "C", "H", "H", "H", "H", "H", "H", "H", "H", "H", "H", "H", "H", "H", "H", "H", "H", "H", "H", "H", "H", "C", "O", "H", "H", "H", "H", "C", "O", "H", "H", "H", "H", "C", "O", "H", "H", "H", "H"], "xyz": [[5.86784, -1.64533, 1.86672], [4.61355, -1.57958, 1.02805], [4.55092, -0.70916, -0.05524], [3.41647, -0.64816, -0.83957], [2.31692, -1.44969, -0.55808], [1.09431, -1.35244, -1.45203], [-0.19082, -1.64247, -0.71462], [-0.85758, -0.80905, 0.14419], [-0.22299, 0.83198, 0.41933], [-1.42418, 1.94468, -0.23960], [-0.07803, 1.06568, 1.83170], [0.97212, 1.07817, -0.35468], [-2.07314, -1.22777, 0.85515], [-2.81498, -0.29163, 1.80308], [-4.18585, 0.16415, 1.26940], [-2.98599, -0.89841, 3.04653], [-2.58424, -2.47798, 0.68331], [-3.80022, -2.99682, 1.41321], [-3.50533, -3.93905, 2.60862], [-2.38604, -3.55845, 3.35750], [-3.41814, -5.43925, 2.28568], [-4.21661, -5.81834, 1.27776], [-3.81361, -6.14502, 3.37253], [-2.15473, -5.83443, 2.02037], [-1.93688, -3.34217, -0.23919], [-2.32121, -4.57457, -0.58458], [-1.24012, -5.12073, -1.61795], [-0.25023, -3.87463, -1.71550], [-0.75446, -2.93206, -0.90575], [2.37141, -2.30526, 0.52558], [3.51505, -2.36910, 1.31170], [5.79393, -2.47400, 2.56795], [6.72154, -1.82515, 1.21528], [6.01591, -0.72098, 2.42120], [5.38803, -0.06259, -0.28423], [3.36442, 0.03432, -1.67826], [1.06259, -0.36676, -1.90227], [1.18885, -2.09042, -2.24620], [-1.40757, 1.83066, -1.32227], [-1.05215, 2.94105, 0.00333], [-2.41315, 1.78858, 0.16672], [-2.21808, 0.58600, 2.00584], [-4.23978, 1.25256, 1.26369], [-4.97739, -0.16500, 1.93811], [-4.36687, -0.17107, 0.25059], [-4.38497, -2.17164, 1.80051], [-4.43500, -3.51494, 0.69308], [-4.35027, -3.86148, 3.29099], [-1.58140, -3.73519, 2.85789], [1.52131, -2.92705, 0.77831], [3.52926, -3.04129, 2.16011], [1.73691, 5.11181, 0.78556], [0.80345, 4.12362, 1.21699], [1.43548, 6.06934, 1.20434], [2.74212, 4.87416, 1.14023], [1.74948, 5.18227, -0.30364], [1.09966, 3.28353, 0.84962], [2.11164, 3.76246, -2.98916], [2.85325, 3.26821, -1.87354], [2.77569, 4.41066, -3.55791], [1.78374, 2.94087, -3.63292], [1.24388, 4.33234, -2.66821], [2.26283, 2.69204, -1.37848], [-0.35801, 6.36157, -4.59945], [-0.54318, 5.17911, -3.82604], [0.70991, 6.56319, -4.62560], [-0.71715, 6.22783, -5.62266], [-0.86699, 7.21645, -4.14802], [-1.48508, 4.99187, -3.79503]], "forces_ev_per_angstrom": [[-0.393, -0.241, -0.226], [0.404, 0.100, 0.225], [-0.163, 0.006, -0.143], [0.031, -0.046, -0.043], [-0.192, 0.131, -0.202], [0.061, -0.233, 0.064], [0.352, 0.341, -0.241], [-0.604, -0.233, 0.090], [0.731, 0.751, 0.700], [0.055, 0.031, -0.411], [-0.419, -0.276, 0.008], [-0.228, 0.114, -0.261], [0.375, 0.294, 0.126], [-0.085, 0.373, -0.132], [0.192, 0.329, 0.027], [0.028, 0.076, -0.092], [-0.362, -0.335, 0.180], [-0.077, -0.183, -0.260], [0.130, 0.270, -0.175], [-0.005, -0.185, 0.208], [-0.140, -0.236, 0.402], [0.175, 0.047, 0.112], [0.160, 0.087, -0.219], [-0.269, 0.088, -0.177], [0.276, 0.095, -0.158], [-0.209, -0.071, 0.137], [0.070, -0.044, -0.102], [-0.055, -0.032, -0.038], [0.006, -0.157, 0.024], [0.048, -0.028, 0.062], [-0.198, -0.070, -0.016], [0.104, 0.027, 0.119], [0.166, 0.090, 0.103], [0.109, 0.044, 0.028], [0.084, -0.008, 0.014], [0.054, 0.090, 0.006], [0.030, -0.073, -0.084], [-0.054, -0.046, -0.062], [-0.142, -0.100, -0.015], [0.017, -0.002, 0.200], [-0.126, -0.033, 0.069], [0.163, -0.002, 0.112], [-0.005, 0.048, 0.021], [-0.036, -0.153, -0.071], [-0.129, -0.169, 0.030], [0.074, -0.105, 0.035], [0.004, -0.116, 0.017], [-0.069, -0.017, -0.013], [0.004, 0.013, -0.064], [-0.027, -0.037, 0.002], [0.087, -0.023, 0.037], [-0.039, -0.137, -0.033], [-0.032, 0.087, -0.192], [-0.086, -0.038, 0.045], [0.036, 0.062, -0.049], [0.104, 0.092, 0.001], [0.074, -0.079, 0.220], [0.205, -0.227, 0.292], [-0.046, 0.045, -0.143], [0.007, -0.002, -0.007], [-0.041, 0.070, -0.075], [-0.066, 0.057, -0.052], [0.029, -0.182, 0.102], [-0.080, -0.102, 0.066], [-0.138, 0.114, -0.105], [0.015, -0.006, 0.008], [0.032, 0.033, -0.019], [0.031, 0.033, -0.020], [-0.009, -0.014, 0.011]]}